(w)
The following is a DFT calculation (the ωB97M-V functional and the def2-TZVPD basis) of a 2-piece molecular cluster, C2H4FNO2 overall.

Each line ends with the natural charge from an NBO analysis.
Atoms and positions in Å:
C: -0.92539 -1.54491 1.25322  0.791
C: -1.36031 -1.23753 -0.19170  0.266
N: 1.26101 -0.29019 -0.70922  -1.095
O: -0.18845 -1.22475 2.12135  -0.519
O: -1.72540 -2.32753 0.63572  -0.419
F: -2.43559 -0.33142 -0.23661  -0.348
H: -0.70552 -1.37437 -1.07448  0.223
H: 0.96371 0.41464 -1.37328  0.356
H: 2.27740 -0.18543 -0.63546  0.371
H: 0.79598 0.06986 0.21256  0.375

Results
- 2S+1: 1
- Structure (SMILES): O=C1O[C@H]1F.N



(x)
The following is a DFT calculation (the ωB97M-V functional and the def2-TZVPD basis) of a 2-piece molecular cluster, C2H4FNO2 overall.

Each line ends with the natural charge from an NBO analysis.
Atoms and positions in Å:
C: -1.15084 -0.00276 -0.49427  -0.694
C: 0.10081 -0.47529 0.15612  0.520
N: 1.26533 0.47093 0.08471  0.468
O: 0.92694 1.63543 -0.08240  -0.403
O: 2.35576 0.05822 0.20152  -0.326
F: 0.48174 -1.68899 -0.03105  -0.299
H: -1.42195 0.85024 -0.00573  0.258
H: -1.80503 -0.76463 -0.45485  0.232
H: -0.85526 0.30215 -1.56738  0.238
H: 0.10250 -0.38531 2.19334  0.005

Results
- 2S+1: 1



Result of the stability comparison: (x) is the least stable of them.



(w)
The following is a DFT calculation (the ωB97M-V functional and the def2-TZVPD basis) of H14NaO7 as an isolated structure.

Each line ends with the natural charge from an NBO analysis.
Atoms and positions in Å:
Na: 13.02777 -5.70032 4.32579  0.860
O: 12.65024 -5.47588 6.85067  -1.060
H: 13.39604 -6.05948 6.71125  0.425
H: 12.02097 -5.72467 6.17364  0.394
O: 12.29811 -7.49826 4.34134  -0.930
H: 13.08425 -8.04134 4.28404  0.516
H: 11.78191 -7.74142 3.57280  0.501
O: 13.80423 -6.77133 5.64178  -0.943
H: 14.71804 -6.83864 5.36490  0.498
H: 13.69351 -7.47806 6.27779  0.517
O: 11.31934 -5.95770 5.49146  -0.860
H: 11.47151 -6.82808 5.12333  0.485
H: 10.46241 -6.02194 5.91310  0.514
O: 14.70105 -4.97685 4.03164  -0.969
H: 14.83339 -4.16852 3.53633  0.503
H: 15.22091 -4.85899 4.82667  0.495
O: 12.98424 -6.02053 2.51436  -0.953
H: 12.71821 -5.75910 1.63282  0.505
H: 13.23476 -6.94019 2.42661  0.475
O: 12.10607 -3.99051 4.45237  -0.936
H: 11.15922 -4.10507 4.37137  0.491
H: 12.34702 -3.44658 3.70250  0.471

Results
- 2S+1: 1
- Net charge: +1



(x)
The following is a DFT calculation (the ωB97M-V functional and the def2-TZVPD basis) of H14NaO7 as an isolated structure.

Each line ends with the natural charge from an NBO analysis.
Atoms and positions in Å:
Na: 0.00886 -0.40468 0.19532  0.918
O: -1.40114 -2.16768 0.46032  -0.969
H: -1.00014 -3.03668 0.42332  0.498
H: -1.67614 -1.93268 1.35032  0.487
O: 1.62886 -1.59268 -1.27368  -0.962
H: 1.77886 -1.25668 -2.19468  0.490
H: 1.78886 -2.54368 -1.34268  0.485
O: -0.86214 -0.22568 -2.02568  -0.966
H: -1.75814 0.12832 -2.04968  0.483
H: -0.74414 -0.80068 -2.80168  0.495
O: 1.46686 1.37232 0.47932  -0.961
H: 2.06886 0.97632 1.04432  0.470
H: 1.74486 2.22232 0.26032  0.505
O: -0.38714 3.24332 -0.61468  -0.979
H: -0.91914 3.61232 -1.32268  0.480
H: -0.77414 2.41632 -0.28068  0.478
O: 1.41386 -1.23768 2.04432  -0.961
H: 2.04886 -0.70668 2.55832  0.487
H: 1.21786 -1.94868 2.62232  0.487
O: -1.56114 1.14732 0.70132  -0.972
H: -2.46514 0.90032 0.43232  0.500
H: -1.61814 1.83532 1.33432  0.508

Results
- 2S+1: 1
- Net charge: +1



Result of the stability comparison: (w) is the least stable of them.